C3H3AlO2 | the ωB97M-V functional and the def2-TZVPD basis

Output
E   -13826.658 eV
Total charge   +2
LUMO energy (spin up / spin down)   -13.52 / -13.44 eV
Orbital gap (spin up / spin down)   7.86 / 6.56 eV

Last column: Löwdin charge in e.
CARTESIAN COORDINATES (ANGSTROEM)
C -1.81463 0.32933 -0.34983  0.1630
C -0.60481 0.73000 0.06732  -0.0392
H -1.93324 -0.57601 -0.95566  0.1252
H -0.58253 1.57379 0.77226  0.1285
H -2.73199 0.84254 -0.03930  0.1495
O 1.07595 -0.76185 0.62360  0.0976
C 2.24594 -1.05042 0.69748  -0.2176
O 3.15746 -1.48928 0.10326  0.3494
Al 1.18786 0.40190 -0.91912  1.2435



C3H3BaLi2O3 | the ωB97M-V functional and the def2-TZVPD basis

Output
E   -10396.673 eV
Total charge   +1
LUMO energy   -4.29 eV
Orbital gap   5.55 eV

Last column: Löwdin charge in e.
CARTESIAN COORDINATES (ANGSTROEM)
O -0.19865 0.39994 1.75529  -0.2017
Li -1.83754 0.68459 2.59882  0.7486
C -0.41741 -0.00794 0.59321  -0.6009
O 0.45594 0.37548 -0.35526  -0.2111
C 0.49846 -0.57579 -1.48820  -0.4893
H 1.43727 -1.14265 -1.39478  0.0246
H 0.58174 0.04266 -2.39516  0.0137
Ba -1.64744 -1.75773 -1.09480  1.8290
C -3.54650 -0.18247 0.73961  -0.2996
O -3.68974 -0.46815 -0.50980  -0.6296
Li -3.91006 1.77729 -0.87589  0.8289
H -3.69345 -1.10090 1.36397  -0.0127



C3H3BeO2 | the ωB97M-V functional and the def2-TZVPD basis

Output
E   -7643.974 eV
Total charge   +1
LUMO energy (spin up / spin down)   -6.04 / -6.01 eV
Orbital gap (spin up / spin down)   7.05 / 7.20 eV

Last column: Löwdin charge in e.
CARTESIAN COORDINATES (ANGSTROEM)
O 0.48229 0.95437 0.54994  -0.1541
C 1.37196 -1.94702 0.11222  0.3108
O 1.94354 -0.93731 0.07624  0.0662
Be 1.67779 0.64042 0.26974  0.5895
C -0.48634 0.01444 0.47163  -0.2638
H -0.98101 -0.23304 1.41921  0.1556
H -1.50979 1.42404 -0.80442  0.0997
C -1.18108 0.39528 -0.63725  0.1100
H -1.31736 -0.31119 -1.45732  0.0861



C3H3Br2Cl | the ωB97M-V functional and the def2-TZVPD basis

Output
SMILES   C/C(Br)=C(/Cl)Br
E   -155765.408 eV
Total charge   0
LUMO energy   0.63 eV
Orbital gap   9.18 eV

Last column: Löwdin charge in e.
CARTESIAN COORDINATES (ANGSTROEM)
C 0.20959 0.07446 1.21553  -0.1852
C 0.05148 0.54254 -0.18435  -0.8984
Br 0.19605 2.25766 -0.77495  0.7849
C -0.22200 -0.46556 -1.23970  -1.2092
Cl -0.32352 -0.13290 -2.93013  0.5756
Br -0.51476 -2.18948 -0.61506  0.7612
H -0.37923 0.77697 1.79035  0.0698
H -0.27876 -0.97641 1.30319  0.0209
H 1.26114 0.11272 1.43512  0.0803



C3H3Br2F | the ωB97M-V functional and the def2-TZVPD basis

Output
E   -145956.228 eV
Total charge   0
LUMO energy (spin up / spin down)   -1.64 / -0.25 eV
Orbital gap (spin up / spin down)   6.83 / 9.17 eV

Last column: Löwdin charge in e.
CARTESIAN COORDINATES (ANGSTROEM)
C -1.65356 0.17861 0.50681  -0.1592
C -1.32469 -0.90467 -0.07886  0.0629
C 1.42677 -0.04229 -0.48128  -1.1120
F 1.86482 0.15465 -1.76333  -0.1351
Br 1.31996 1.62597 0.39767  0.7164
Br 2.64672 -1.18828 0.54250  0.5810
H -2.64919 0.51279 0.95017  0.0775
H -0.90246 1.07509 0.68049  -0.0288
H -0.72836 -1.41186 -0.75417  -0.0026



C3H3Br2FO2 | the ωB97M-V functional and the def2-TZVPD basis

Output
E   -150052.093 eV
Total charge   0
LUMO energy (spin up / spin down)   -0.45 / -0.75 eV
Orbital gap (spin up / spin down)   7.31 / 6.53 eV

Last column: Löwdin charge in e.
CARTESIAN COORDINATES (ANGSTROEM)
C 1.32124 0.71982 1.60388  -0.3293
C 0.06857 0.28013 -0.50770  0.0978
C 0.23916 1.75300 3.75756  -1.2530
O 2.47104 0.90702 1.86862  0.1901
O 0.29207 0.53937 1.02713  0.0712
F 1.49232 2.08696 4.18080  -0.1644
Br -0.76193 3.34700 3.55789  0.5795
Br -0.83548 0.60748 4.90974  0.5225
H -0.80741 -0.35968 -0.64579  0.0920
H 0.93917 -0.12675 -1.09563  0.1150
H -0.21042 1.23773 -0.89274  0.0787